Record 1
Entry from the Open Molecules 2025 dataset: a 6-piece molecular cluster, C9H30O6 overall (the ωB97M-V functional and the def2-TZVPD basis).

Properties
* structure (SMILES): CC(C)O.CC(C)O.CC(C)O.O.O.O
* spin multiplicity: 1
* lowest unoccupied orbital energy: 0.5 eV
* HOMO-LUMO gap: 0.3904 Ha
* highest occupied orbital energy: -10.15 eV

Element x y z (Å)
O1 33.3497 19.3097 3.7368
H1 33.8198 18.9918 4.5076
H2 32.5875 19.7668 4.0921
O2 33.5326 24.8997 4.0266
H3 34.0486 24.5855 3.2841
H4 32.7625 24.3314 4.0412
O3 30.3829 18.0318 0.6363
H5 29.9243 18.7987 0.9796
H6 30.3040 18.1107 -0.3144
C1 28.2283 17.0116 8.2486
C2 29.1358 16.9928 7.0519
C3 28.3690 16.9022 5.7259
O4 29.7382 18.2474 6.9838
H7 27.7221 16.0474 8.2039
H8 27.5216 17.8379 8.1725
H9 28.7556 16.9612 9.2013
H10 29.9015 16.2214 7.1341
H11 27.9147 15.9115 5.7136
H12 29.0652 17.0675 4.9036
H13 27.6676 17.7281 5.6078
H14 30.4166 18.4015 7.6454
C4 30.0171 21.8901 3.3643
C5 29.4760 20.9840 4.4495
C6 28.0817 20.4196 4.1122
O5 30.4266 20.0201 4.7832
H15 30.9290 22.2921 3.8060
H16 29.3970 22.6910 2.9617
H17 30.3283 21.2754 2.5196
H18 29.3187 21.5391 5.3743
H19 27.5951 20.2068 5.0640
H20 28.2215 19.5372 3.4877
H21 27.5067 21.1481 3.5406
H22 30.0372 19.5052 5.4938
C7 27.6451 25.7876 3.1089
C8 27.5792 27.3474 3.3480
C9 28.9623 28.0270 2.9778
O6 26.5941 28.0236 2.6680
H23 28.5849 25.2863 3.3402
H24 27.4883 25.4386 2.0883
H25 26.8776 25.2055 3.6191
H26 27.1880 27.5426 4.3465
H27 29.7936 27.5195 3.4672
H28 29.1680 29.0374 3.3312
H29 29.1268 27.9476 1.9032
H30 26.6565 27.8458 1.7267

Forces on the atoms, in the same order (eV/Å):
0.2924 -0.0121 -0.2421
0.1274 -0.0820 0.1379
-0.5499 0.0819 0.1318
0.0242 0.2091 0.1468
0.1688 -0.0748 -0.1802
-0.2023 -0.1484 0.0309
0.0481 -0.1826 0.0911
-0.0690 0.1891 0.1671
0.0107 -0.0177 -0.2523
-0.3298 -1.5674 -0.0573
-0.5671 0.6669 -0.2923
0.6727 -0.3096 0.5350
1.3120 1.9542 -0.5596
-0.6456 0.0381 0.2074
0.0682 -0.0942 0.2013
0.1449 0.5295 -0.0217
-0.0603 -0.2825 -0.1106
-0.2910 0.1974 -0.5514
0.1297 -0.5238 -0.0513
-0.3813 -0.2491 0.4396
-0.0559 -0.2567 0.2091
1.0725 -0.5116 0.1638
-1.7614 1.1831 0.1736
0.9228 -0.0058 -0.0512
0.5417 -0.4527 -0.6885
0.1652 0.3949 -0.3583
-0.2656 -0.1300 0.5117
0.0430 -0.0967 -0.1306
-0.0313 0.7431 -0.0240
-0.3285 -0.3593 -0.2952
-0.2710 -0.2254 0.1144
-0.0962 0.0295 0.1861
0.1503 -0.6201 0.4149
-0.3369 -0.0973 -0.2480
1.8420 -0.3972 0.1888
0.0284 -1.0595 1.1982
-1.6667 0.2294 -1.4405
0.2646 0.5680 0.4773
-0.0543 0.7635 -0.5687
-0.1726 0.4323 0.4729
1.1231 -0.2978 0.5743
0.0187 -0.5863 -0.1189
-0.9566 0.2902 -0.2664
-0.1066 0.1065 -0.0478
0.0285 0.0341 -0.2170

Table of Mulliken atomic charges, one value per atom, all in e: -0.63 0.30 0.32 -0.65 0.32 0.33 -0.62 0.31 0.31 -1.25 0.46 -1.18 -0.48 0.36 0.28 0.40 0.25 0.42 0.31 0.20 0.25 -1.17 0.74 -1.25 -0.43 0.16 0.30 0.31 0.21 0.29 0.27 0.38 0.21 -1.18 0.34 -1.14 -0.54 0.25 0.35 0.40 0.24 0.33 0.32 0.30 0.33

=====

Record 2
Entry from the Open Molecules 2025 dataset: C9H31AsF6O6 as an isolated structure (the ωB97M-V functional and the def2-TZVPD basis).

Properties
* spin multiplicity: 2
* lowest unoccupied orbital energy (spin up / spin down): -3.7 / -10.4 eV
* HOMO-LUMO gap (spin up / spin down): 0.3585 / 0.1118 Ha
* charge: +1
* highest occupied orbital energy (spin up / spin down): -13.45 / -13.45 eV

Element x y z (Å)
O1 0.3404 0.4895 0.4253
H1 0.4790 1.0103 1.2198
H2 1.1499 0.5555 -0.0866
H3 0.2433 -0.4470 0.6127
As1 -1.9668 1.3456 -3.0171
F1 -3.5529 2.1947 -3.3966
F2 -1.2916 2.8398 -2.2625
F3 -0.4580 0.5437 -2.5083
F4 -2.5232 -0.2128 -3.7479
F5 -1.2598 1.7677 -4.6134
F6 -2.6997 0.8410 -1.4126
C1 1.0468 -2.0940 -2.8512
C2 0.1174 -3.2593 -2.5237
C3 0.0790 -4.2537 -3.6679
O2 0.5894 -3.9523 -1.4069
H4 0.6565 -1.4976 -3.6760
H5 2.0488 -2.3788 -3.1719
H6 1.1443 -1.3823 -2.0314
H7 -0.8756 -2.8599 -2.3173
H8 1.0978 -4.5323 -3.9372
H9 -0.3135 -3.8301 -4.5923
H10 -0.4960 -5.1679 -3.5205
H11 1.4062 -4.4041 -1.6311
C4 -0.9668 0.2585 5.1113
C5 -1.0562 0.6348 3.6688
C6 -1.5000 2.0809 3.4673
O3 0.1969 0.4262 3.0927
H12 -0.8508 -0.8200 5.2182
H13 -1.9342 0.4482 5.5765
H14 -0.1714 0.7158 5.6998
H15 -1.7430 -0.0573 3.1816
H16 -1.8656 2.2145 2.4492
H17 -0.7354 2.7903 3.7839
H18 -2.3853 2.3611 4.0381
H19 0.8088 0.9771 3.5862
C7 2.5189 1.4512 -1.6037
O4 2.5804 0.2712 -0.7935
H20 1.7696 2.1672 -1.2662
H21 3.4019 2.0900 -1.5897
H22 2.3613 1.0645 -2.6106
H23 3.3119 -0.2552 -1.1244
C8 -1.4518 -2.0538 0.7735
O5 -0.0168 -2.0755 0.7321
H24 -1.7779 -1.8401 1.7914
H25 -1.7302 -1.2526 0.0888
H26 -1.9051 -2.9524 0.3551
H27 0.2469 -2.7819 0.1379
C9 1.2673 4.0756 1.5089
O6 1.3849 2.7165 1.8686
H28 0.4801 4.5774 2.0715
H29 2.2406 4.5516 1.6288
H30 1.0391 4.2278 0.4540
H31 1.5200 2.6726 2.8180

Forces on the atoms, in the same order (eV/Å):
-0.9638 1.1551 -0.9362
-0.0842 0.7668 1.6662
1.1856 -0.1248 -0.9014
-0.1964 -1.7911 0.6145
-2.0977 1.2426 -0.1805
2.5672 -1.3706 0.4349
-0.7343 -1.5398 -0.7865
-0.2025 -0.1813 -0.2324
0.6077 1.3427 0.8915
-0.6326 -0.4209 1.8881
1.0298 0.3761 -1.6731
1.8389 1.6030 -0.6015
-1.8540 -0.5312 0.6731
0.8450 -1.0010 -1.8465
-1.0648 1.1351 -0.3135
-0.7424 -0.3934 -0.1745
0.0316 -0.4384 0.1246
-0.3073 -0.3682 0.4162
0.0810 0.0195 0.4828
0.1611 -0.2209 0.0115
-0.1380 0.7271 0.2713
-0.0498 0.2042 0.7611
0.9552 -0.5639 -0.2147
-1.0094 -0.9883 0.9365
-0.7634 0.7959 0.9142
-0.9806 -0.1721 -0.1527
1.2068 -0.3043 -1.2247
0.2877 -0.0934 -0.1103
0.0863 0.2863 0.2619
-0.0046 0.3841 -0.2239
-0.0708 0.1300 -0.1407
0.6689 0.3473 -0.2707
0.1778 0.0084 -0.3350
-0.0008 -0.3900 0.3968
0.2166 -0.1898 0.1281
0.4192 0.5128 -1.0655
0.2047 0.3872 0.4445
-0.6290 -0.6975 -0.0636
0.5580 -0.5797 0.1810
-0.3816 0.8515 -0.1805
0.0536 -0.0937 0.2667
-0.3214 0.6468 -0.8199
0.2439 -0.3458 0.1912
0.0093 -0.2221 -0.1661
-0.6038 0.2611 0.2371
0.1399 -0.2422 0.4522
0.1964 0.0310 0.2850
0.3727 1.0376 -0.2888
-0.2194 -0.8858 -0.3996
0.1281 0.0686 0.1231
-0.0906 0.3117 0.3533
-0.2323 -0.6796 -0.0311
0.1020 0.1970 -0.0734

Table of Mulliken atomic charges, one value per atom, all in e: 0.01 0.53 0.25 0.64 1.97 -0.49 -0.49 -0.41 -0.50 -0.48 -0.49 -0.76 0.65 -1.51 -0.27 0.44 0.45 -0.06 0.26 0.45 0.41 0.39 0.47 -1.53 0.74 -1.21 -0.57 0.38 0.39 0.39 0.06 0.30 0.21 0.48 0.30 -0.62 -0.70 0.21 0.33 0.25 0.34 -0.57 -0.71 0.15 0.29 0.39 0.33 -0.74 -0.45 0.31 0.34 0.27 0.21

=====

Record 3
Entry from the Open Molecules 2025 dataset: C9H33CaN8O8 as an isolated structure (the ωB97M-V functional and the def2-TZVPD basis).

Properties
* spin multiplicity: 1
* lowest unoccupied orbital energy: -6.6 eV
* HOMO-LUMO gap: 0.1097 Ha
* charge: +1
* highest occupied orbital energy: -9.54 eV

Element x y z (Å)
Ca1 -3.3426 -1.2164 -3.6772
C1 -0.0690 2.0460 1.8584
C2 -0.1810 0.7145 1.1632
O1 -1.4531 0.5671 0.4749
H1 0.9529 2.2104 2.2001
H2 -0.9014 2.1357 2.5564
H3 -0.2446 2.9030 1.2081
H4 0.0197 -0.0164 1.9465
H5 0.5836 0.5423 0.4057
C3 2.1120 -6.5019 1.6850
O2 1.2045 -6.9158 2.6650
H6 3.1741 -6.6057 1.9070
H7 1.9762 -7.1198 0.7973
H8 1.9878 -5.4555 1.4062
H9 0.7206 -7.6220 2.2305
C4 4.9490 -1.8981 5.6600
O3 5.9057 -0.9537 5.9710
H10 5.4552 -2.8504 5.5018
H11 4.2832 -1.9594 6.5209
H12 4.3696 -1.6612 4.7676
H13 6.6361 -1.4317 6.3705
C5 6.8487 0.7926 0.6579
O4 7.5016 1.3852 -0.4249
H14 6.0088 1.3120 1.1193
H15 6.3272 -0.0152 0.1445
H16 7.5820 0.3984 1.3614
H17 7.4592 0.7376 -1.1323
C6 -5.4634 -1.5083 5.2129
O5 -6.0252 -2.2038 6.0398
N1 -5.3821 -1.9550 3.9638
N2 -5.1455 -0.2459 5.3016
H18 -4.9411 -1.5807 3.1358
H19 -5.4933 -2.9585 3.9922
H20 -5.1724 0.2151 6.1999
H21 -4.4049 -0.0255 4.6512
C7 2.4654 -2.4754 -4.7381
O6 1.2409 -2.6495 -4.8557
N3 3.0817 -1.2928 -4.8728
N4 3.3180 -3.4262 -4.6054
H22 2.4476 -0.5071 -4.8472
H23 4.0153 -1.3253 -5.2568
H24 4.3140 -3.3704 -4.7636
H25 3.0119 -4.3557 -4.3556
C8 -0.6302 4.1312 -4.9294
O7 -1.0352 2.9904 -5.0542
N5 -0.8372 4.8470 -3.8513
N6 0.1951 4.7856 -5.6950
H26 -1.2930 4.4007 -3.0681
H27 -0.4239 5.7642 -3.7617
H28 0.5242 4.4399 -6.5851
H29 0.4195 5.7648 -5.5909
C9 -7.0682 3.3596 -2.4283
O8 -6.4715 2.5956 -3.2323
N7 -6.9356 3.2430 -1.1355
N8 -7.8370 4.3463 -2.9247
H30 -7.4450 3.7219 -0.4066
H31 -6.3476 2.5170 -0.7518
H32 -8.1751 4.3558 -3.8764
H33 -8.3726 4.8803 -2.2554

Forces on the atoms, in the same order (eV/Å):
0.4837 0.5725 0.4279
-0.2844 1.0880 -1.0166
-2.1456 -0.2748 -1.1023
1.7581 -0.1257 1.0358
-0.2273 -0.2140 0.7915
0.5797 -0.1584 0.6660
-0.0243 -0.1240 -0.5482
-0.4131 -0.7143 -0.0871
0.4055 0.2634 -0.2698
0.6599 0.1840 -1.2583
-0.0940 -0.2267 0.2399
-0.0106 -0.2241 0.7595
0.0036 0.1975 -0.3326
-0.3177 0.1073 0.0466
-0.2392 -0.0392 0.5432
-0.6135 -1.0676 0.3782
1.2467 1.2578 -0.1563
-0.4307 -0.3519 -0.1178
-0.4563 -0.4563 -0.1520
0.1656 0.2926 -0.0032
0.0857 0.3235 0.0445
-0.7627 -1.8639 -0.6249
0.4912 1.3534 -0.6726
0.5768 0.8871 0.0803
-0.2328 -0.8705 0.9336
-0.3040 0.1100 0.3296
0.2298 0.3834 -0.0374
-2.5208 -1.5306 0.6427
0.4293 0.0549 0.9555
0.4306 -2.7363 -2.5862
1.5429 3.2354 0.6764
0.0708 0.3097 0.5916
-0.0442 0.0565 -0.5506
0.1918 -0.1665 -0.1703
-0.0662 0.7898 0.4362
-2.8725 1.4396 -1.5412
0.4049 0.3687 1.0379
-0.3371 1.4401 0.1570
2.7367 -4.9315 0.8621
0.7130 0.2007 -0.6072
-0.3261 0.8824 0.2287
-0.3101 0.4374 0.2840
-0.2270 0.2264 -0.3758
-0.1257 -1.4922 1.0499
-0.3895 -0.9327 -0.7099
-1.5189 1.4382 3.3022
2.8558 1.4954 -4.3863
0.0530 0.3825 -0.1601
-0.2882 -0.4008 0.3956
-0.4086 -0.3601 0.2388
-0.2561 -0.3194 0.3198
1.0477 -1.5841 -4.4722
-0.4517 0.4756 1.2180
0.3591 -0.3999 3.6965
-1.0560 1.1972 0.8286
-0.1454 0.2696 -0.5978
-0.0127 0.1062 -0.5754
0.4368 -0.3478 0.2497
-0.0455 0.0868 -0.3357

Table of Mulliken atomic charges, one value per atom, all in e: 1.35 -0.92 -0.15 -0.58 0.32 0.25 0.26 0.22 0.25 -0.54 -0.47 0.23 0.24 0.21 0.33 -0.47 -0.50 0.24 0.23 0.19 0.32 -0.50 -0.49 0.24 0.21 0.23 0.32 0.57 -0.63 -0.41 -0.40 0.19 0.23 0.24 0.20 0.66 -0.69 -0.41 -0.37 0.22 0.20 0.17 0.21 0.66 -0.68 -0.37 -0.37 0.22 0.16 0.21 0.17 0.61 -0.70 -0.33 -0.39 0.18 0.22 0.23 0.19

=====

Number 1: molecular weight 234.33 g/mol. Number 2: molecular weight 424.25 g/mol. Number 3: molecular weight 421.49 g/mol.